Entry 1:
Computed, not measured: a structure of composition C26H63Br3Cl2O16P4, with ωB97M-V/def2-TZVPD.

Positions of all 114 atoms, in Å:
C1 -4.0993 0.5765 0.0225
C2 -4.8812 -0.5055 0.7208
O1 -4.2711 -0.6946 2.0381
P1 -3.6653 -2.1094 2.3764
O2 -2.7490 -2.5533 1.3676
O3 -4.9014 -3.0410 2.6949
C3 -5.1782 -4.1001 1.7727
C4 -4.2616 -5.3155 2.0325
O4 -2.9570 -1.9611 3.7377
C5 -3.6753 -1.7393 4.9920
C6 -4.2838 -0.3314 5.0961
H1 -3.2097 0.1628 -0.4278
H2 -4.7392 0.9873 -0.7715
H3 -3.7965 1.3268 0.7040
H4 -5.8559 -0.3016 1.0241
H5 -4.8593 -1.4466 0.1707
H6 -6.1490 -4.4454 1.9821
H7 -5.0275 -3.7923 0.6710
H8 -4.8180 -6.1109 2.5975
H9 -3.9357 -5.7889 1.0905
H10 -3.3210 -5.0948 2.5971
H11 -4.3552 -2.5854 5.1223
H12 -2.8542 -1.8984 5.7091
H13 -5.0157 -0.2140 4.3246
H14 -4.8296 -0.3378 6.0454
H15 -3.5677 0.4576 5.1523
C7 -0.7889 -4.4671 -0.5793
C8 -0.2078 -4.5084 -1.9781
O5 -0.0780 -3.2533 -2.6251
P2 1.2938 -2.5252 -2.9312
O6 1.0110 -1.1492 -3.3076
O7 2.2307 -2.7602 -1.7201
C9 3.1730 -1.8028 -1.2309
C10 4.5234 -2.0160 -1.8545
O8 1.9329 -3.4158 -4.0242
C11 1.6876 -3.1965 -5.4416
C12 0.3250 -3.6480 -5.8870
H16 -0.8325 -5.4894 -0.1879
H17 -0.0442 -3.8132 -0.0203
H18 -1.7354 -4.0572 -0.5165
H19 0.7282 -5.0509 -1.8611
H20 -0.9425 -5.1096 -2.5610
H21 2.8306 -0.7658 -1.3976
H22 3.2709 -1.9635 -0.1203
H23 4.9480 -3.0034 -1.6887
H24 4.4462 -1.7607 -2.9155
H25 5.2301 -1.3496 -1.3738
H26 1.7333 -2.1073 -5.5739
H27 2.4952 -3.7275 -5.9373
H28 -0.0319 -3.2178 -6.8425
H29 0.2175 -4.7346 -6.0182
H30 -0.4158 -3.3759 -5.0623
C13 2.9341 6.7702 0.2842
C14 2.5689 7.6694 -0.8938
O9 1.1395 7.9788 -0.7107
P3 0.0911 7.1862 -1.6041
O10 0.6258 6.5614 -2.8231
O11 -0.6683 6.2004 -0.6325
C15 -1.6091 5.2198 -1.2117
C16 -2.8921 5.4261 -0.4109
O12 -1.0593 8.2605 -1.9150
C17 -0.7145 9.2993 -2.8865
C18 -2.0128 10.0841 -3.0706
H31 2.2317 5.9616 0.3777
H32 3.8832 6.2864 0.2833
H33 2.8306 7.3731 1.2191
H34 3.0745 8.6381 -0.7808
H35 2.7144 7.1581 -1.8602
H36 -1.6614 5.3810 -2.3102
H37 -1.1445 4.2584 -0.9678
H38 -3.5612 4.6073 -0.6211
H39 -2.7641 5.3436 0.7016
H40 -3.3130 6.4165 -0.6626
H41 0.0730 9.9294 -2.4417
H42 -0.3680 8.8509 -3.8046
H43 -1.8203 10.8869 -3.8212
H44 -2.7033 9.3913 -3.5222
H45 -2.4343 10.3313 -2.1287
C19 -0.0624 -5.3860 2.9344
C20 0.1214 -3.8419 2.7304
O13 1.4021 -3.5651 2.0176
P4 2.6475 -3.4310 2.9791
O14 2.8636 -4.5126 3.8746
O15 3.8277 -3.1663 1.9287
C21 5.2005 -3.4764 2.3735
C22 5.8235 -2.4809 3.3165
O16 2.3134 -2.0548 3.7015
C23 1.9332 -0.8196 3.0825
C24 3.0638 -0.1116 2.5020
H46 -0.4671 -5.9035 2.0690
H47 0.8437 -5.8737 3.2771
H48 -0.7775 -5.3961 3.7528
H49 -0.6260 -3.4727 2.0539
H50 0.0078 -3.4126 3.7714
H51 5.1583 -4.3865 2.9602
H52 5.8329 -3.5030 1.5038
H53 5.2577 -2.3947 4.2677
H54 6.8995 -2.5951 3.4866
H55 5.7319 -1.4594 2.8910
H56 1.1475 -1.0018 2.3399
H57 1.5589 -0.2497 3.9665
H58 3.8435 0.1843 3.2716
H59 3.5014 -0.7804 1.6700
H60 2.7111 0.8215 1.9698
C25 2.0260 1.9808 -4.4212
Cl1 3.3557 1.6654 -3.2427
Cl2 2.7037 1.9966 -6.0150
H61 1.2389 1.1866 -4.3319
H62 1.7063 3.0036 -4.2120
C26 0.1753 0.7807 -1.1105
Br1 -1.2601 1.3954 -2.3426
Br2 -0.6264 -0.6398 -0.0916
Br3 0.9001 2.2757 -0.1327
H63 0.8386 0.2798 -1.7641

Atoms 1-6, force components in eV/Å:
C -1.084 -0.769 -1.122
C 1.805 -0.509 0.718
O 0.139 -0.169 0.362
P -0.649 1.190 0.476
O 1.341 -1.296 -1.975
O -0.478 -0.142 -0.400

Orbital gap (hartree): 0.371
Total charge: 0
Molar mass (g/mol): 1066.3
HOMO level (eV): -9.820

Entry 2:
Computed, not measured: an isolated molecule of C4H6ClN, with ωB97M-V/def2-TZVPD.

Positions of all 12 atoms, in Å:
C1 0.0983 1.6308 -0.4332
C2 0.1562 0.3500 -0.0090
C3 -1.0818 -0.4926 -0.0255
C4 1.2886 -0.4117 0.4299
N1 -1.1012 -1.7021 -0.1418
Cl1 -2.6291 0.3504 0.2336
H1 1.1013 2.1674 -0.4285
H2 -0.7160 2.1578 -0.9381
H3 1.7915 -0.0460 1.2563
H4 1.9532 -0.3736 -0.5358
H5 1.0323 -1.4497 0.4159
H6 -1.8932 -2.1807 0.1761

Atoms 1-6, force components in eV/Å:
C 2.342 7.782 -1.986
C -4.493 -7.509 1.988
C 1.282 4.265 0.348
C 1.041 -0.471 -4.384
N 1.918 -3.548 -0.334
Cl -0.267 0.781 0.059

Orbital gap (spin up / spin down) (hartree): 0.263 / 0.261
Energy relative to the best compared isomer or geometry (same formula, charge and spin) (kJ/mol): 68.1
Total charge: 0
Molar mass (g/mol): 103.6
HOMO level (spin up / spin down) (eV): -6.225 / -9.853
<S²>: 2.0121
Spin multiplicity: 3

Entry 3:
Computed, not measured: a structure of composition C20H45ClInO6S, with ωB97M-V/def2-TZVPD.

Positions of all 74 atoms, in Å:
C1 -8.2106 1.9814 -0.5468
C2 -6.9053 1.5444 -0.8803
C3 -5.3105 1.0956 -1.1084
In1 -4.1792 3.0509 -1.4408
C4 -2.0955 3.0164 -0.4451
C5 -1.0850 2.4012 -1.5799
C6 0.3391 3.2490 -1.7408
C7 1.3663 2.1978 -2.5386
S1 2.8858 3.0307 -3.2490
O1 4.1179 2.6013 -2.3853
O2 2.7495 4.5941 -3.3141
Cl1 3.1651 2.1894 -5.1828
C8 -3.9337 3.6060 -3.6340
C9 -5.3756 3.3565 -4.4306
C10 -5.9231 4.7857 -5.0863
O3 -6.0777 5.7976 -4.0145
C11 -6.5275 7.0935 -4.5915
H1 -9.1647 2.6921 -0.4529
H2 -4.9833 0.5364 -0.1250
H3 -5.1916 0.3193 -1.9864
H4 -5.1099 4.3685 -0.6537
H5 -2.1616 2.2253 0.4446
H6 -1.7891 4.0698 -0.0254
H7 -1.5616 2.3614 -2.6690
H8 -0.7550 1.3239 -1.1943
H9 0.2068 4.2325 -2.3925
H10 0.7214 3.4822 -0.6584
H11 0.7180 1.7876 -3.4524
H12 1.5755 1.2769 -1.8473
H13 -3.0690 3.0299 -4.1903
H14 -3.6528 4.7632 -3.6878
H15 -6.1726 2.8807 -3.6955
H16 -5.2091 2.5757 -5.3139
H17 -6.9288 4.6574 -5.6710
H18 -5.1033 5.0883 -5.8917
H19 -7.4521 7.5052 -3.9790
H20 -5.5977 7.8258 -4.5367
H21 -6.7734 6.9107 -5.7234
C12 3.1275 1.2210 0.8415
C13 1.8217 0.8526 1.5277
C14 2.0697 0.0700 2.8074
O4 1.0271 0.0690 0.6413
H22 3.6900 0.3233 0.5617
H23 2.9331 1.7732 -0.0842
H24 3.7550 1.8378 1.4923
H25 1.2565 1.7628 1.7565
H26 2.5947 -0.8686 2.5972
H27 1.1208 -0.1990 3.2839
H28 2.6655 0.6522 3.5170
H29 1.5211 -0.7413 0.4326
C15 2.2379 -3.6450 5.8654
C16 1.8561 -3.6569 4.3938
C17 0.9618 -4.8411 4.0628
O5 3.0379 -3.7211 3.5998
H30 2.7955 -4.5495 6.1329
H31 2.8915 -2.7942 6.0864
H32 1.3507 -3.5801 6.5028
H33 1.3409 -2.7241 4.1395
H34 1.4742 -5.7881 4.2664
H35 0.7052 -4.8438 2.9980
H36 0.0364 -4.8121 4.6462
H37 3.5020 -4.5462 3.8188
C18 6.9479 -6.8868 2.6499
C19 5.5627 -7.4940 2.8044
C20 4.9399 -7.8050 1.4527
O6 4.7246 -6.5843 3.5124
H38 6.9024 -5.9426 2.0955
H39 7.3787 -6.6568 3.6303
H40 7.6215 -7.5694 2.1225
H41 5.6271 -8.4113 3.3998
H42 4.8232 -6.8934 0.8559
H43 3.9383 -8.2299 1.5790
H44 5.5533 -8.5151 0.8895
H45 4.6615 -5.7667 2.9911

Atoms 1-6, force components in eV/Å:
C 8.270 -1.916 -2.500
C -7.142 2.614 2.037
C -2.385 -1.170 0.765
In 0.273 0.863 0.242
C 0.625 -1.035 0.233
C 1.066 0.137 0.327

Orbital gap (hartree): 0.214
Total charge: -1
Molar mass (g/mol): 563.9
HOMO level (eV): -4.680

Entry 4:
Computed, not measured: a cluster of 2 separate species, C3H9NO3S in total, with ωB97M-V/def2-TZVPD.

Positions of all 17 atoms, in Å:
C1 -0.4340 2.4770 -0.1319
C2 1.8059 -1.1569 0.4321
C3 -0.3589 1.1862 -0.6440
N1 1.7784 -1.5965 -0.9926
O1 -3.1151 0.6100 -0.0884
O2 -1.4087 -1.2312 -0.5440
O3 -1.3464 0.3114 1.4773
S1 -1.5878 0.0549 0.0679
H1 -1.3834 2.5890 0.4473
H2 0.4279 3.0576 -0.0422
H3 0.9091 -1.8729 -1.1221
H4 1.0039 -0.3720 0.5832
H5 1.5683 -1.9607 1.1045
H6 2.7742 -0.7694 0.7834
H7 0.4609 0.5489 -0.9468
H8 2.5409 -2.3257 -1.0282
H9 -3.6353 0.4502 0.6444

Atoms 1-6, force components in eV/Å:
C -2.375 3.309 1.968
C -0.743 1.025 -0.134
C -2.120 -5.897 -1.864
N 6.742 1.775 2.374
O 2.909 0.335 -4.185
O -0.616 0.492 0.371

Orbital gap (spin up / spin down) (hartree): 0.283 / 0.238
Energy relative to the best compared isomer or geometry (same formula, charge and spin) (kJ/mol): 74.5
Total charge: 0
Molar mass (g/mol): 139.2
HOMO level (spin up / spin down) (eV): -7.235 / -9.423
<S²>: 2.0071
Spin multiplicity: 3

What is the formula in the fourth record? C3H9NO3S

Look up the molar mass of the fourth one. 139.2 g/mol

What is the molar mass in the fourth record? 139.2 g/mol